(1)
A 9-piece molecular cluster, C8H33BF4NO8 overall in a non-equilibrium geometry, computed with the ωB97M-V functional and the def2-TZVPD basis.

Values from the calculation:
* lowest unoccupied orbital energy: 2.88 eV
* electronic energy: -1405.890812 Eh
* HOMO-LUMO gap: 9.17 eV
* total charge: -1

XYZ file:
```
55
Properties=species:S:1:pos:R:3:forces:R:3:nbo_charge:R:1
B -5.8532 -4.8288 23.7135 -0.4 0.0 -0.7 1.3297
F -5.0872 -4.9529 22.5559 0.3 -0.1 -0.3 -0.5788
F -6.2269 -3.4668 23.8110 0.0 -0.5 0.5 -0.5706
F -6.9371 -5.6983 23.6093 -0.4 0.4 0.2 -0.5616
F -5.0670 -5.2576 24.7947 -0.1 0.2 0.4 -0.5681
C -3.8445 -8.7797 25.7730 0.5 0.3 0.2 -0.6474
C -3.5935 -8.9184 27.2833 0.5 0.8 -1.2 -0.0589
O -4.6343 -8.3414 28.0515 -0.3 -0.6 0.2 -0.7258
H -3.1290 -9.3764 25.2016 -0.1 -0.2 0.1 0.2057
H -3.6452 -7.7557 25.4500 -0.4 0.1 0.0 0.2207
H -4.8565 -9.0823 25.5067 0.0 0.0 0.0 0.2175
H -2.6906 -8.3561 27.5497 0.3 -0.4 -0.2 0.1505
H -3.4181 -9.9773 27.4687 -0.5 0.1 0.8 0.1653
H -4.6912 -7.4176 27.7870 -0.1 0.0 0.0 0.4709
C -10.1158 -7.1527 26.3966 1.2 0.3 0.3 -0.6266
C -8.6733 -7.5978 26.1355 -0.3 -0.8 -0.2 -0.0632
O -8.4348 -7.7494 24.7388 0.3 0.4 0.6 -0.7378
H -10.2480 -6.1056 26.1250 -0.2 0.0 -0.1 0.1996
H -10.2565 -7.2587 27.4752 -0.5 0.0 -0.1 0.1938
H -10.7708 -7.7956 25.8147 -0.2 0.0 0.1 0.2074
H -8.5588 -8.5796 26.6111 0.0 -0.1 -0.2 0.1476
H -7.9037 -6.9923 26.6203 -0.2 0.4 -0.1 0.1701
H -7.8425 -7.0226 24.4933 -0.2 -0.3 -0.4 0.4961
O -2.7178 -6.1126 23.4078 0.0 0.0 0.3 -0.9612
H -2.3728 -5.3178 22.9900 -0.1 -0.1 -0.2 0.4615
H -3.6472 -5.8980 23.6038 0.6 -0.1 -0.2 0.4911
O -4.7693 -1.6914 21.7504 -0.1 0.1 0.1 -0.9549
H -5.0475 -2.1465 22.5586 0.0 -0.1 -0.1 0.4933
H -5.1063 -0.7958 21.8455 0.0 0.0 0.1 0.4609
O -4.8697 -4.0794 19.9838 -0.2 -0.4 -0.3 -0.9720
H -4.9216 -4.7101 20.7165 0.0 0.3 -0.2 0.4839
H -5.3791 -3.3238 20.2961 0.2 0.1 0.2 0.4799
O -6.5531 -4.1998 26.9760 -0.2 0.0 0.2 -0.9566
H -6.2700 -4.7222 26.2171 0.2 0.0 0.0 0.4831
H -7.0602 -3.4770 26.5951 0.0 0.0 -0.1 0.4666
O -3.2732 -3.0794 25.0501 0.1 0.3 -0.1 -0.9512
H -2.7042 -3.7600 24.6776 -0.1 -0.1 0.1 0.4661
H -4.1646 -3.3559 24.8083 0.1 0.0 0.2 0.4798
C -7.0594 -7.6230 20.1336 0.4 1.1 -0.6 -0.6157
C -5.9124 -8.3072 20.8653 -1.0 -0.9 -0.6 -0.0778
C -4.5585 -7.8282 20.3321 -0.7 1.8 0.9 -0.0959
O -3.4795 -8.6648 20.6101 0.7 -0.6 -0.7 -0.5322
C -3.3679 -9.7865 19.7219 -0.5 0.8 1.1 -0.2507
N -6.1158 -8.2780 22.3153 0.4 -0.1 -1.1 -0.8270
H -6.9759 -7.9112 19.0807 -0.5 -0.2 0.0 0.1933
H -6.9696 -6.5296 20.0717 0.2 0.0 0.4 0.2070
H -8.0415 -7.8072 20.5616 0.1 -0.4 0.0 0.2247
H -6.0571 -9.3463 20.5354 0.3 -0.2 0.4 0.1625
H -4.3523 -6.9013 20.8861 0.1 -0.1 0.1 0.1971
H -4.6463 -7.4391 19.3071 0.2 -0.8 -0.3 0.1668
H -3.0556 -9.5010 18.7161 -0.1 0.1 -0.1 0.1636
H -4.3525 -10.2547 19.7404 0.2 -0.5 -0.5 0.1679
H -2.6153 -10.4333 20.1652 0.0 -0.2 -0.1 0.1857
H -5.4000 -8.8863 22.6956 0.1 0.4 0.5 0.3560
H -6.0065 -7.3081 22.5969 0.2 -0.3 0.5 0.3684
```
Positions in Å, forces in eV/Å.



(2)
A 9-piece molecular cluster, C8H36N2O9 overall in a non-equilibrium geometry, computed with the ωB97M-V functional and the def2-TZVPD basis.

Values from the calculation:
* lowest unoccupied orbital energy: 0.31 eV
* SMILES: COC[C@H](C)N.COC[C@H](C)N.O.O.O.O.O.O.O
* electronic energy: -1113.024259 Eh
* HOMO-LUMO gap: 8.88 eV
* total charge: 0

XYZ file:
```
55
Properties=species:S:1:pos:R:3:forces:R:3:nbo_charge:R:1
C -7.1861 2.8991 -1.0968 -0.3 0.6 -0.4 -0.2488
O -6.4910 1.6887 -1.0427 0.0 0.1 0.2 -0.5499
C -5.7977 1.4849 0.1769 0.9 -1.1 -0.5 -0.0686
C -4.2846 1.7840 0.0297 0.4 -0.2 0.9 -0.0666
C -3.6203 0.9444 -1.1193 -0.5 1.3 -0.2 -0.6372
N -3.7181 1.4743 1.3699 0.8 -0.2 0.5 -0.8746
H -6.5584 3.7875 -0.8892 -0.2 -0.4 0.4 0.1623
H -8.0841 2.8599 -0.4601 0.3 0.3 0.1 0.1654
H -7.5282 3.0600 -2.1213 0.0 -0.3 0.0 0.1872
H -6.2332 2.0310 1.0333 0.1 -0.1 -0.4 0.1783
H -5.8265 0.3943 0.3767 -0.3 0.5 0.1 0.1836
H -4.1576 2.8599 -0.0772 0.1 0.1 -0.8 0.1754
H -3.4798 -0.1006 -0.8346 0.2 0.2 0.2 0.2102
H -2.6904 1.4194 -1.5129 -0.4 -0.5 0.7 0.2188
H -4.2908 0.9357 -1.9886 -0.1 0.0 0.3 0.2236
H -3.4413 2.2696 1.9559 -0.6 -0.1 -0.7 0.3626
H -2.8638 0.9242 1.3660 -0.3 -0.2 -0.5 0.3754
C 7.4292 -0.4176 -0.4661 0.2 -0.7 -0.9 -0.2444
O 6.2519 -1.1932 -0.4921 -0.6 0.4 -0.2 -0.5497
C 5.1122 -0.3562 -0.7357 0.3 -0.3 1.0 -0.0690
C 3.8747 -1.2331 -0.6829 -0.2 0.4 -2.9 -0.0592
C 3.9110 -2.1823 -1.9017 -0.2 -1.0 2.0 -0.6230
N 2.6753 -0.3908 -0.7378 0.5 -0.3 2.6 -0.8559
H 7.6642 -0.0834 -1.4937 0.0 0.1 0.3 0.1631
H 8.2680 -1.0533 -0.1355 -0.5 0.4 0.1 0.1941
H 7.2563 0.4348 0.1682 0.4 0.5 0.4 0.1682
H 5.0174 0.3953 0.0450 0.1 0.1 0.4 0.1747
H 5.2088 0.2398 -1.6509 0.0 -0.4 -0.4 0.1657
H 3.9326 -1.8671 0.1701 -0.1 0.1 1.1 0.1715
H 3.9522 -1.6114 -2.7930 -0.1 0.4 -1.1 0.2019
H 3.0573 -2.8868 -1.8700 0.2 0.5 -0.3 0.2029
H 4.8049 -2.7823 -1.7731 0.3 -0.1 -0.5 0.2210
H 2.3442 -0.2628 -1.6483 -0.6 -0.1 -1.5 0.3585
H 1.9501 -0.7785 -0.1347 0.2 0.3 -0.3 0.3736
O -1.4334 -2.0595 2.6362 0.1 0.3 -1.1 -0.9678
H -1.9478 -2.8652 2.7311 0.0 0.0 0.0 0.4761
H -1.5515 -1.7833 1.6949 0.0 -0.1 1.1 0.4931
O 1.4020 -0.9288 2.0760 -0.6 -0.4 0.5 -1.0221
H 1.9354 -1.7429 1.9653 0.0 0.3 0.0 0.5041
H 0.6651 -1.2730 2.6248 0.2 0.3 -0.4 0.4998
O -0.9903 -0.1617 0.2993 0.2 0.5 -0.4 -1.0083
H -0.6982 0.7657 0.0611 -0.6 -0.6 -0.1 0.5071
H -0.1645 -0.6465 0.2466 0.5 -0.2 0.5 0.4750
O -0.3153 2.4245 -0.1529 -0.3 -0.3 0.9 -0.9516
H -0.1969 2.3593 0.8194 -0.4 0.5 0.0 0.5039
H 0.5968 2.5037 -0.3983 0.9 0.2 -0.7 0.4764
O 2.4006 -3.4118 1.4759 -1.4 -0.5 -1.0 -0.9440
H 3.1511 -3.3591 0.8782 0.1 -0.2 -0.1 0.4790
H 1.6329 -3.6531 0.8755 1.3 0.4 1.0 0.4933
O -0.7557 -2.3054 -1.4757 -0.3 0.9 0.5 -0.9771
H -0.9833 -2.1664 -2.3951 0.0 -0.2 -0.3 0.4690
H -1.0676 -1.4628 -1.0559 0.1 -0.8 -0.3 0.4886
O 0.3227 1.9083 2.5203 0.1 -0.1 0.0 -0.9737
H 0.6817 1.0548 2.2492 0.1 -0.4 -0.1 0.5020
H 0.8577 2.1161 3.2907 -0.1 0.3 0.1 0.4863
```
Positions in Å, forces in eV/Å.



(3)
One molecule with the formula C8H3I2NO2 in a non-equilibrium geometry, computed with the ωB97M-V functional and the def2-TZVPD basis.

Values from the calculation:
* lowest unoccupied orbital energy: -0.71 eV
* SMILES: O=C1NC(=O)c2c(I)cc(I)cc21
* electronic energy: -1107.291729 Eh
* HOMO-LUMO gap: 8.86 eV
* total charge: 0

XYZ file:
```
16
Properties=species:S:1:pos:R:3:forces:R:3:nbo_charge:R:1
O 1.4918 -2.7937 0.3516 -0.1 0.7 0.2 -0.4910
C 1.3904 -1.5972 0.3082 -0.2 -0.5 0.3 0.6767
N 2.4922 -0.6783 0.3820 -0.9 0.5 -0.2 -0.6784
C 1.9985 0.5779 -0.0985 -0.2 1.4 -0.3 0.6634
O 2.6814 1.5187 -0.4173 -0.2 -0.8 0.5 -0.5010
C 0.4820 0.5314 -0.1486 1.7 -0.9 0.2 -0.1133
C -0.4464 1.5103 -0.3697 0.4 0.6 -0.2 -0.1391
I 0.1527 3.4981 -0.7048 -0.4 -0.3 0.0 0.2170
C -1.7734 1.1249 -0.3542 -0.3 1.1 -0.3 -0.2545
C -2.1090 -0.1843 -0.1223 -1.4 -0.4 0.0 -0.1142
I -4.1557 -0.7220 -0.1551 0.4 0.1 0.0 0.1679
C -1.1784 -1.1639 0.1163 0.1 -1.2 0.2 -0.2030
C 0.1348 -0.7878 0.1077 0.5 0.4 -0.3 -0.1406
H 2.8160 -0.5213 1.3331 0.6 -0.5 -0.2 0.4169
H -2.5258 1.8806 -0.5459 -0.1 -0.2 0.1 0.2442
H -1.4511 -2.1934 0.3174 -0.1 0.1 -0.1 0.2490
```
Positions in Å, forces in eV/Å.